{
  "formula": "C4H14N2OS",
  "method": "the ωB97M-V functional and the def2-TZVPD basis",
  "elements": ["N", "C", "C", "N", "C", "C", "S", "H", "H", "H", "H", "H", "H", "H", "H", "H", "H", "H", "H", "O", "H", "H"],
  "coordinates": [[0.912, 1.189, -0.084], [-0.431, 0.660, -0.261], [-0.510, -0.746, 0.344], [-1.679, -1.424, -0.230], [-0.517, -0.686, 1.892], [0.626, -1.430, 2.520], [0.492, -3.258, 2.228], [0.952, 2.186, 0.052], [1.473, 0.955, -0.889], [-1.123, 1.326, 0.233], [-0.703, 0.506, -1.307], [0.339, -1.325, -0.001], [-1.611, -2.418, -0.057], [-2.532, -1.087, 0.202], [-1.485, -1.001, 2.312], [-0.535, 0.357, 2.222], [0.705, -1.347, 3.586], [1.585, -1.086, 2.130], [1.736, -3.410, 1.760], [0.507, 4.152, -5.802], [0.505, 4.269, -4.848], [1.292, 3.618, -6.002]],
  "relative_energy_kcal_mol": 8.4,
  "smiles": "NC[C@H](N)CCS.O",
  "spin_multiplicity": 1,
  "total_energy_ev": -20237.6636,
  "homo_lumo_gap_ev": 9.5,
  "lumo_ha": 0.0208
}

{
  "formula": "C5H13NO",
  "method": "the ωB97M-V functional and the def2-TZVPD basis",
  "elements": ["H", "N", "C", "C", "C", "O", "H", "H", "H", "H", "H", "H", "C", "C", "H", "H", "H", "H", "H", "H"],
  "coordinates": [[-0.857, 0.343, -2.742], [-0.465, 0.217, -1.814], [0.592, 0.908, -1.556], [1.147, 0.793, -0.197], [1.850, -0.538, 0.058], [1.914, 1.915, 0.177], [0.957, 1.738, -2.170], [0.166, 0.752, 0.444], [2.094, -0.638, 1.115], [1.203, -1.358, -0.244], [2.778, -0.593, -0.517], [2.826, 1.782, -0.110], [-1.835, 0.068, 0.706], [-1.676, -1.347, 1.253], [-1.293, 0.038, -0.476], [-2.874, 0.255, 0.424], [-1.633, 0.809, 1.483], [-0.651, -1.526, 1.568], [-2.330, -1.531, 2.113], [-1.913, -2.088, 0.486]],
  "relative_energy_kcal_mol": 63.2,
  "smiles": "[H]/N=C/[C@@H](C)O.CC",
  "spin_multiplicity": 1,
  "total_energy_ev": -8931.2720,
  "homo_lumo_gap_ev": 9.6,
  "lumo_ha": 0.0286
}

{
  "formula": "C17H23NPSe2Te2Ti",
  "method": "the ωB97M-V functional and the def2-TZVPD basis",
  "elements": ["Ti", "Se", "Te", "Te", "Se", "C", "C", "C", "C", "N", "C", "C", "C", "C", "C", "C", "C", "H", "H", "H", "H", "H", "H", "H", "H", "C", "C", "P", "C", "C", "C", "C", "H", "H", "H", "H", "H", "H", "H", "H", "H", "H", "H", "H", "H", "H", "H"],
  "coordinates": [[-1.375, -0.076, 1.390], [0.750, -3.628, 3.868], [-1.083, -2.606, 2.596], [-2.113, -0.509, 4.039], [-3.800, -0.376, 2.163], [-2.735, 2.753, -1.431], [-1.751, 3.760, -1.333], [-0.708, 3.580, -0.459], [-0.608, 2.429, 0.329], [-1.599, 1.456, 0.243], [-2.637, 1.644, -0.647], [0.451, 2.106, 1.239], [1.519, 3.001, 1.498], [2.523, 2.655, 2.358], [2.495, 1.391, 2.995], [1.465, 0.517, 2.765], [0.389, 0.822, 1.881], [-3.573, 2.855, -2.108], [-1.819, 4.660, -1.931], [0.057, 4.340, -0.378], [-3.390, 0.869, -0.666], [1.551, 3.973, 1.016], [3.332, 3.349, 2.553], [3.292, 1.114, 3.676], [1.478, -0.440, 3.277], [-2.309, -2.467, -1.463], [-0.829, -2.689, -1.158], [-0.084, -1.205, -0.343], [1.600, -1.751, 0.164], [2.154, -3.008, -0.506], [0.259, -0.113, -1.782], [1.183, -0.627, -2.883], [-2.790, -3.393, -1.784], [-2.444, -1.725, -2.255], [-2.841, -2.112, -0.578], [-0.278, -2.924, -2.071], [-0.709, -3.539, -0.484], [1.574, -1.905, 1.243], [2.246, -0.886, -0.001], [1.584, -3.889, -0.206], [3.185, -3.171, -0.183], [2.146, -2.950, -1.595], [0.675, 0.794, -1.334], [-0.709, 0.179, -2.195], [2.188, -0.820, -2.502], [1.271, 0.113, -3.682], [0.814, -1.551, -3.334]],
  "total_charge": -1,
  "relative_energy_kcal_mol": 35.8,
  "spin_multiplicity": 1,
  "total_energy_ev": -197178.3867,
  "homo_lumo_gap_ev": [4.9, 4.9],
  "lumo_ha": [0.0852, 0.0857]
}

{
  "formula": "C6H8N",
  "method": "the ωB97M-V functional and the def2-TZVPD basis",
  "elements": ["C", "N", "C", "C", "C", "C", "C", "H", "H", "H", "H", "H", "H", "H", "H"],
  "coordinates": [[2.222, -0.035, -0.221], [0.928, -0.168, -0.039], [0.220, -1.304, 0.175], [-1.136, -1.209, 0.163], [-1.895, -0.033, -0.132], [-1.247, 1.134, -0.145], [0.208, 1.017, 0.218], [2.831, -0.859, -0.418], [2.678, 0.979, -0.384], [0.784, -2.308, 0.143], [-1.861, -1.978, 0.300], [-2.984, -0.294, -0.380], [-1.519, 2.152, -0.513], [0.786, 1.866, -0.084], [-0.014, 1.042, 1.316]],
  "total_charge": 1,
  "relative_energy_kcal_mol": 77.7,
  "smiles": "C=[N+]1C=CC=CC1",
  "spin_multiplicity": 1,
  "total_energy_ev": -7832.3205,
  "homo_lumo_gap_ev": [7.9, 7.9],
  "lumo_ha": [-0.2060, -0.2060]
}